1.
71
Properties=species:S:1:pos:R:3:lowdin_charge:R:1 method="wB97M-V/def2-TZVPD" total_charge=-1 orbital_gap_ev="5.94 / 5.95" spin_multiplicity=3 largest_force_ev_per_a=2.29
Pr -13.283 -11.270 3.592 0.72
C -13.322 -8.726 7.397 -0.20
C -13.956 -8.128 6.191 -0.20
C -15.164 -8.882 5.591 -0.20
N -14.762 -10.265 5.406 -0.11
C -15.588 -11.190 5.865 -0.27
C -17.003 -11.127 6.119 -0.02
C -17.869 -11.965 6.841 -0.12
C -17.607 -12.871 7.821 -0.16
C -16.349 -13.268 8.213 -0.10
C -15.144 -12.988 7.545 -0.02
C -14.898 -12.462 6.244 -0.24
N -13.891 -12.885 5.516 -0.06
C -12.948 -13.885 5.984 -0.21
C -11.944 -13.258 7.017 -0.18
C -10.634 -12.906 6.403 -0.22
N -10.781 -12.322 5.061 0.11
C -10.490 -11.089 4.871 -0.22
C -10.415 -10.555 3.522 -0.32
C -10.623 -8.581 2.814 -0.26
C -10.913 -7.369 3.680 -0.02
C -10.286 -7.420 4.853 -0.05
C -9.567 -8.758 4.935 -0.20
C -10.301 -9.846 5.796 -0.11
N -10.774 -9.806 6.963 0.10
C -10.762 -8.610 7.767 -0.23
C -12.088 -7.892 7.823 -0.18
H -12.936 -9.708 7.229 0.08
H -14.066 -8.792 8.209 0.12
H -13.163 -8.027 5.479 0.08
H -14.224 -7.054 6.365 0.13
H -15.415 -8.491 4.614 0.11
H -15.957 -8.826 6.296 0.10
H -17.570 -10.392 5.526 0.11
H -18.896 -11.721 6.613 0.09
H -18.465 -13.262 8.387 0.09
H -16.263 -13.827 9.111 0.08
H -14.269 -13.373 8.051 0.08
H -12.410 -14.295 5.111 0.11
H -13.424 -14.733 6.512 0.11
H -11.804 -13.952 7.827 0.10
H -12.465 -12.391 7.381 0.09
H -10.010 -13.830 6.271 0.13
H -10.065 -12.211 7.070 0.11
H -10.099 -11.324 2.803 0.14
H -10.485 -8.426 1.706 0.14
H -11.514 -6.548 3.322 0.11
H -10.365 -6.710 5.647 0.09
H -8.582 -8.636 5.394 0.13
H -9.954 -7.885 7.518 0.11
H -10.521 -8.950 8.805 0.12
H -12.016 -7.015 7.123 0.10
H -12.236 -7.472 8.793 0.09
S -13.230 -12.518 1.195 0.53
C -14.836 -12.653 0.569 -0.72
C -15.058 -13.542 -0.496 -0.14
C -16.342 -13.652 -1.036 -0.14
C -17.413 -12.957 -0.516 -0.14
C -17.232 -12.077 0.515 -0.15
C -15.933 -11.873 1.038 -0.68
S -15.744 -10.696 2.314 0.54
H -14.258 -14.157 -0.910 0.09
H -16.531 -14.337 -1.813 0.07
H -18.420 -13.168 -0.895 0.09
H -18.031 -11.518 0.928 0.07
Cl -8.091 -9.936 1.287 0.64
C -8.067 -9.304 2.922 -1.52
Cl -6.915 -10.344 3.818 0.58
Cl -7.399 -7.692 2.944 0.65
C -9.471 -9.303 3.534 -0.46
N -11.590 -9.676 3.187 -0.12

2.
73
Properties=species:S:1:pos:R:3:lowdin_charge:R:1 method="wB97M-V/def2-TZVPD" total_charge=-1 orbital_gap_ev="4.54 / 6.89" relative_energy_kj_mol=148.15 spin_multiplicity=5 largest_force_ev_per_a=1.02
Fe -0.536 -0.399 -0.295 0.45
O -6.087 -1.042 1.356 0.11
C -5.410 -2.071 1.812 -0.52
O -5.915 -2.961 2.462 0.07
C -3.954 -2.103 1.500 -0.05
C -3.089 -3.079 1.938 0.00
N -1.864 -2.752 1.488 0.04
N -1.887 -1.612 0.794 -0.03
C -3.141 -1.202 0.778 -0.12
C -3.425 0.057 0.003 -0.54
O -4.591 0.498 0.027 0.04
O -2.436 0.523 -0.611 -0.03
H -5.501 -0.394 0.816 0.05
H -3.279 -3.963 2.522 0.13
H -0.983 -3.224 1.612 0.11
S 1.429 1.152 -3.890 1.03
C 1.867 2.361 -2.708 -0.48
C 2.597 3.514 -2.930 -0.12
C 2.840 4.379 -1.870 -0.12
C 2.330 4.075 -0.613 -0.10
C 1.597 2.920 -0.387 -0.04
C 1.356 2.025 -1.436 -0.32
N 0.664 0.835 -1.378 -0.08
C 0.553 0.262 -2.654 -0.53
C -0.196 -0.901 -2.953 -0.29
C -0.329 -1.384 -4.276 -0.09
C -1.059 -2.534 -4.526 -0.13
C -1.665 -3.228 -3.485 -0.13
C -1.540 -2.744 -2.176 -0.13
C -0.825 -1.603 -1.883 -0.18
H 2.967 3.738 -3.923 0.10
H 3.407 5.288 -2.028 0.09
H 2.495 4.756 0.214 0.10
H 1.190 2.729 0.592 0.06
H 0.126 -0.851 -5.105 0.07
H -1.163 -2.889 -5.545 0.09
H -2.238 -4.125 -3.686 0.08
H -2.028 -3.294 -1.373 0.08
C 1.597 0.960 2.353 -0.24
Si -0.232 0.642 1.908 0.59
C -0.785 -0.348 3.427 -0.24
C -1.212 2.269 2.025 -0.28
C -1.449 3.074 0.906 -0.11
C -2.183 4.247 0.997 -0.08
C -2.717 4.643 2.215 -0.11
C -2.513 3.855 3.338 -0.10
C -1.772 2.685 3.238 -0.11
H 1.699 1.833 3.006 0.03
H 2.240 1.109 1.486 -0.01
H 1.969 0.085 2.893 0.01
H -0.466 0.170 4.336 0.02
H -0.313 -1.335 3.435 0.01
H -1.868 -0.486 3.477 0.03
H -1.077 2.766 -0.063 0.08
H -2.352 4.844 0.109 0.10
H -3.302 5.552 2.286 0.09
H -2.934 4.148 4.293 0.09
H -1.633 2.084 4.129 0.08
C 3.731 -4.022 0.371 -0.07
N 3.631 -2.846 -0.463 -0.16
C 4.851 -2.174 -0.904 -0.13
C 4.295 -0.896 -1.532 -0.13
N 3.076 -0.724 -0.755 0.06
C 2.674 -1.907 -0.242 -0.74
S 1.216 -2.100 0.522 0.79
H 4.402 -4.736 -0.105 0.09
H 2.746 -4.471 0.473 0.06
H 4.113 -3.776 1.368 0.09
H 5.402 -2.792 -1.612 0.12
H 5.500 -1.952 -0.048 0.12
H 4.078 -1.033 -2.595 0.12
H 4.966 -0.047 -1.413 0.12
H 2.342 -0.077 -1.045 0.08

3.
68
Properties=species:S:1:pos:R:3:lowdin_charge:R:1 method="wB97M-V/def2-TZVPD" orbital_gap_ev=5.63 relative_energy_kj_mol=625.16 spin_multiplicity=1 largest_force_ev_per_a=2.37
C 4.759 -3.253 1.257 -0.02
C 6.122 -3.298 1.441 -0.02
C 6.844 -2.080 1.484 -0.20
N 8.258 -2.117 1.415 -0.35
O 8.891 -1.036 1.378 0.01
O 8.827 -3.232 1.369 0.01
C 6.191 -0.823 1.457 -0.02
C 4.825 -0.786 1.269 -0.02
C 4.076 -2.001 0.931 -0.39
O 2.919 -2.005 0.369 -0.12
H 4.131 -4.144 1.272 0.11
H 6.649 -4.249 1.565 0.12
H 6.780 0.091 1.594 0.12
H 4.260 0.147 1.337 0.10
C -4.767 0.900 -2.185 0.00
N -3.467 1.080 -1.567 -0.03
C -3.215 2.111 -0.712 -0.37
O -4.033 2.984 -0.408 0.08
C -1.776 1.979 -0.242 -0.15
C -1.671 1.923 1.296 -0.08
C -2.140 3.174 1.952 -0.18
C -1.659 4.466 1.789 -0.04
N -2.459 5.330 2.500 0.08
C -3.456 4.626 3.165 -0.20
C -4.506 5.070 3.954 -0.03
C -5.411 4.119 4.442 -0.09
C -5.264 2.756 4.108 -0.09
C -4.206 2.316 3.298 -0.03
C -3.284 3.250 2.836 -0.14
N -1.331 0.741 -0.892 0.03
C -0.094 0.250 -0.667 0.00
C 0.423 -0.906 -1.244 -0.06
C 1.788 -1.328 -1.212 0.02
C 2.204 -2.498 -2.011 -0.18
C 3.560 -2.901 -2.095 -0.01
C 3.937 -4.093 -2.695 -0.06
C 2.990 -4.852 -3.395 -0.07
C 1.656 -4.438 -3.409 -0.08
C 1.255 -3.311 -2.682 -0.02
C -2.366 0.135 -1.747 -0.46
C -2.797 -1.256 -1.242 0.01
C -1.993 0.075 -3.239 0.01
H -5.415 1.718 -1.873 0.10
H -4.683 0.909 -3.278 0.09
H -5.216 -0.052 -1.877 0.09
H -1.211 2.856 -0.611 0.17
H -2.303 1.097 1.667 0.13
H -0.623 1.701 1.573 0.12
H -0.812 4.793 1.199 0.12
H -2.320 6.335 2.558 0.16
H -4.582 6.137 4.164 0.11
H -6.237 4.427 5.086 0.10
H -5.978 2.025 4.493 0.10
H -4.058 1.270 3.007 0.11
H 0.544 0.882 -0.036 0.15
H -0.286 -1.503 -1.825 0.05
H 2.494 -0.507 -0.998 0.14
H 4.327 -2.273 -1.639 0.12
H 4.983 -4.385 -2.654 0.11
H 3.295 -5.751 -3.933 0.11
H 0.906 -4.957 -4.006 0.10
H 0.190 -3.052 -2.679 0.10
H -3.210 -1.172 -0.227 0.10
H -3.564 -1.665 -1.913 0.09
H -1.953 -1.948 -1.215 0.07
H -1.881 1.095 -3.629 0.10
H -1.058 -0.469 -3.396 0.08
H -2.799 -0.429 -3.790 0.09